(1)
18
Properties=species:S:1:pos:R:3:forces:R:3 method="wB97M-V/def2-TZVPD" e_above_lowest_kcal_mol=30.7 energy_ev=-10921.6747 homo_lumo_gap_ev=10.4 lumo_energy_ev=0.80
O 1.960 -0.160 2.146 0.38 0.26 0.30
H 2.144 1.445 0.875 0.13 0.83 -0.08
O -2.672 -1.233 -1.548 0.95 -0.02 0.73
H 0.669 1.859 -1.008 0.02 -0.17 -0.03
H 0.419 0.255 -1.711 0.22 -0.25 -0.74
C 0.106 0.922 -0.927 -0.35 0.39 0.22
H -0.247 0.754 1.126 0.37 -0.25 -0.04
C 0.414 0.252 0.396 -0.47 -0.24 0.44
H -2.132 -1.375 -0.733 -0.23 0.05 -0.61
H -3.570 -1.369 -1.257 -0.48 -0.02 0.05
H 2.631 0.330 2.645 -0.32 -0.35 -0.24
N 0.031 -1.170 0.335 -0.67 0.53 -0.32
H 0.375 -1.598 -0.519 0.24 -0.09 0.29
H 2.538 -0.128 0.152 -0.32 0.31 0.21
O -1.255 1.291 -1.064 -0.48 -0.31 -0.23
H -1.834 0.569 -1.401 0.79 0.36 0.32
C 1.855 0.416 0.843 0.09 -0.97 -0.20
H 0.327 -1.676 1.157 0.13 -0.07 -0.07


(2)
27
Properties=species:S:1:pos:R:3:forces:R:3 method="wB97M-V/def2-TZVPD" e_above_lowest_kcal_mol=146.6 energy_ev=-19111.9582 homo_lumo_gap_ev=9.4 lumo_energy_ev=0.50
H -2.071 -0.264 0.440 -1.73 1.75 -1.04
H -1.439 1.322 -3.253 0.17 -0.32 1.55
C -1.057 1.370 -2.196 0.96 -1.78 -2.75
O -0.346 0.956 2.101 -0.70 0.90 1.74
C -1.464 -0.900 0.960 3.05 -0.33 2.51
C -0.956 2.483 -1.407 -0.51 -0.66 0.47
H -1.870 -1.433 1.803 -0.87 0.27 0.31
O 2.164 0.132 -2.153 0.47 -1.04 -1.38
N 0.229 0.890 -0.547 0.50 -2.47 -0.73
N 1.667 -0.978 -2.473 2.25 0.71 1.14
C 0.889 0.047 0.429 1.95 1.13 0.29
H 1.333 -0.835 -0.050 -0.47 0.48 0.19
N -0.268 0.366 -1.689 0.11 -0.79 0.40
H -1.118 -1.653 0.347 0.42 -1.81 -1.82
H -0.190 -1.932 -2.473 0.25 0.62 0.12
O 2.294 -1.919 -2.984 -0.22 0.59 -0.32
H 1.356 -0.651 2.911 0.37 -1.02 -0.98
C -0.186 2.096 -0.352 -0.02 1.31 1.31
C 0.503 -1.319 -1.877 -3.57 1.43 -0.83
C -0.127 -0.269 1.494 -0.59 -1.40 -0.12
C 0.521 -1.246 2.462 -0.09 1.47 2.38
H -0.041 -1.314 3.508 0.27 -0.74 -2.51
H 1.768 0.676 0.842 -1.54 -1.03 -0.36
H -0.057 2.510 0.626 0.31 0.52 -0.08
H 0.760 -2.156 1.884 0.12 0.13 1.12
H -1.614 3.280 -1.334 -0.75 1.60 -0.56
H -0.680 0.741 2.982 -0.14 0.48 -0.04


(3)
38
Properties=species:S:1:pos:R:3:forces:R:3 method="wB97M-V/def2-TZVPD" e_above_lowest_kcal_mol=0.9 energy_ev=-21980.5956 homo_lumo_gap_ev=9.2 lumo_energy_ev=0.46
H 3.110 0.018 -0.877 0.08 -0.51 0.19
C 0.215 1.774 -0.291 0.18 0.26 0.11
H 3.174 -1.046 1.608 0.03 -0.29 -0.41
O -0.564 -2.119 1.941 1.15 -0.57 0.05
H 3.157 -1.597 3.049 0.08 0.23 -0.20
O 0.546 -2.508 -0.467 0.53 -0.57 0.64
C -0.422 2.692 0.439 -0.48 -0.31 -0.07
H -1.495 -1.964 1.996 -0.65 0.29 0.13
H 1.177 0.631 -2.536 -0.35 0.06 0.46
H -2.424 2.589 -4.057 -0.10 0.24 -0.15
H 0.038 -1.936 -1.040 -0.35 0.31 0.11
H -2.458 0.112 -1.655 -0.11 -0.17 -0.02
H -1.618 0.295 1.300 -0.07 0.03 -0.33
H -1.521 2.729 0.446 0.54 0.00 0.10
C -2.253 0.102 0.433 0.18 0.05 -0.49
C -3.617 -0.408 0.722 -0.60 0.29 0.49
H 0.150 -2.509 0.451 -0.24 0.32 -0.81
H -0.256 -0.387 -2.928 -0.53 -0.27 0.01
H 3.970 1.289 -0.873 -0.39 -0.22 -0.25
H -4.319 -0.265 -0.097 0.13 0.00 -0.18
H -0.075 -1.318 2.252 -0.55 0.11 0.01
O 3.013 -1.619 -0.065 0.26 0.23 0.10
H -3.620 -1.465 0.963 0.06 -0.35 0.09
C -0.451 0.776 -1.145 -0.18 -0.22 -0.06
C 0.173 0.313 -2.232 0.93 0.28 -0.56
H 0.105 3.418 1.042 0.08 0.06 -0.09
O 3.149 -0.776 2.537 0.03 -0.05 0.79
O 0.615 0.180 2.715 -0.25 0.08 0.01
H 3.572 -2.305 -0.434 0.07 -0.09 -0.06
H 2.083 -1.906 -0.224 -0.38 -0.28 -0.15
H 1.558 -0.084 2.789 -0.01 0.32 -0.31
O 3.191 0.884 -1.289 0.53 0.83 0.01
C -1.806 0.291 -0.810 0.04 0.30 0.52
O -2.371 1.707 -3.691 0.46 -0.13 0.30
H 1.301 1.753 -0.363 -0.10 0.13 0.11
H -1.512 1.692 -3.232 -0.37 -0.07 -0.19
H -4.042 0.104 1.595 0.06 -0.08 -0.11
H 0.527 0.863 2.028 0.28 -0.25 0.23


(4)
10
Properties=species:S:1:pos:R:3:forces:R:3 method="wB97M-V/def2-TZVPD" e_above_lowest_kcal_mol=57.9 energy_ev=-6263.7449 homo_lumo_gap_ev=9.1 lumo_energy_ev=0.46
O -1.274 -0.713 0.038 2.23 -2.21 0.96
C -0.082 -0.905 0.746 -2.32 -0.38 5.09
H 1.250 0.815 0.787 -1.70 -0.19 1.24
O -0.448 1.009 -1.794 -0.14 -0.47 -1.67
H -0.937 -0.114 -0.581 -0.35 2.37 -2.50
H 0.490 1.194 -1.699 0.19 0.09 -0.06
H -0.545 0.608 -2.702 0.18 0.65 1.41
H 1.081 -0.111 2.420 0.14 -0.62 -1.06
H -0.194 -1.832 1.374 -0.08 0.65 -0.83
C 0.659 0.051 1.410 1.84 0.12 -2.60


(5)
49
Properties=species:S:1:pos:R:3:forces:R:3 method="wB97M-V/def2-TZVPD" e_above_lowest_kcal_mol=418.3 energy_ev=-35224.6997 homo_lumo_gap_ev=8.4 lumo_energy_ev=0.20
C 3.465 -0.854 -0.398 0.40 -9.51 -8.75
H -4.753 -2.666 -0.297 -2.43 -0.61 2.20
C 7.220 1.123 0.474 -7.30 -3.39 0.90
C -1.035 1.682 -1.832 -2.21 9.48 14.32
H 3.917 1.750 0.179 0.76 -1.81 0.27
H 7.987 1.551 0.951 3.32 1.65 0.87
C -2.111 2.047 -0.807 -2.18 -6.86 -6.60
C 7.060 -0.288 0.353 -0.57 -0.23 -3.02
H -5.432 -0.079 -0.408 -1.25 -2.28 -4.19
H -1.110 -2.694 -1.652 -4.13 -6.84 -8.88
H 5.960 2.979 0.499 -0.86 -3.89 0.85
C -3.818 -2.487 -0.640 4.98 -2.63 -2.42
H 0.831 2.632 -1.230 5.84 0.90 -1.43
C -1.186 -0.892 0.816 2.96 9.76 11.18
H -6.251 1.058 0.889 1.79 -1.79 -1.76
H -1.119 1.022 -2.507 -0.17 -4.71 -4.95
O 3.426 -1.854 -1.383 1.54 4.37 3.63
H 2.532 0.014 0.961 -0.36 -1.15 -1.57
H 5.735 -1.904 -0.175 0.08 -6.60 -0.93
H -3.991 -2.030 -1.562 -0.10 1.20 -1.64
C 4.634 -0.257 0.056 3.67 -5.61 -2.80
H 1.211 -2.135 -1.591 3.55 -1.25 -2.84
C 5.904 1.697 0.604 3.65 4.00 -2.20
C 0.926 -1.033 0.329 5.19 -2.74 -8.26
N -2.247 -0.315 1.648 8.03 3.09 2.20
C 4.774 0.973 0.277 -2.14 11.16 1.97
C 0.566 -1.802 -0.932 -5.93 1.17 6.13
N -2.841 -1.756 0.135 -9.81 -0.47 0.99
C 0.068 -0.436 1.117 2.41 3.10 1.90
C -1.595 -1.681 -0.028 1.40 -5.12 -6.34
C -5.318 0.452 0.405 -0.18 3.90 8.70
C -0.789 -2.173 -1.004 7.43 6.13 6.71
H 0.480 0.523 1.781 -1.83 -2.95 -1.43
N -4.237 1.475 0.195 -4.82 -5.77 -7.05
H -4.678 -0.007 2.484 -0.16 0.69 2.20
H 8.000 -0.793 0.293 0.30 -0.96 0.22
H -3.282 -3.506 -1.009 -1.46 1.95 1.26
C -0.030 2.471 -0.831 0.06 -7.78 -11.54
C -3.478 1.044 -0.911 2.93 7.44 4.29
C 5.845 -0.955 -0.168 2.34 7.35 4.15
H -3.891 1.790 0.972 3.15 2.31 5.02
O -1.954 2.801 0.274 2.44 -0.41 -2.29
C -4.807 -0.595 1.649 4.36 2.61 -6.25
C -0.579 3.076 0.032 -3.82 6.92 12.82
H -0.065 3.625 0.903 -1.18 -0.48 -1.73
O -3.809 0.369 -1.802 -0.33 -1.88 -1.96
H -5.337 -1.477 1.634 -1.18 -1.78 0.51
C -3.171 -0.807 1.124 -11.66 -5.51 -1.80
N 2.375 -0.678 0.136 -6.54 5.83 9.30